(1)
Entry from the Open Molecules 2025 dataset: a 2-piece molecular cluster, C4H6NO2S2 overall at a distorted geometry (wB97M-V/def2-TZVPD).

Last column: Mulliken charge in e.
Positions of all 15 atoms, in Å:
1 C -1.625 0.693 -0.165  -0.084
2 H 0.199 -0.956 0.403  0.398
3 S -2.199 1.272 1.400  -0.285
4 S 1.094 2.304 -1.013  -0.439
5 O -1.041 -1.447 0.461  -0.715
6 C 2.375 -0.488 -0.089  -1.031
7 H 2.994 0.262 0.362  0.324
8 H -2.161 1.231 -0.924  0.329
9 C 0.405 0.974 -0.403  0.243
10 H -1.958 0.218 2.153  0.121
11 C -1.695 -0.790 -0.344  0.474
12 H 2.356 -1.479 0.460  0.308
13 H 2.555 -0.547 -1.063  0.357
14 N 0.945 -0.072 0.144  -0.270
15 O -2.244 -1.176 -1.381  -0.730

Properties
Frontier orbital gap in eV: 7.3
LUMO energy in eV: 3.292
Total energy in hartree: -1157.64079
Total charge: -1
HOMO energy in Ha: -0.146
F_max in eV/A: 6.063
Energy above the lowest of the compared OMol25 structures with the same formula, charge and spin in kcal/mol: 11.7
2S+1: 1



(2)
Entry from the Open Molecules 2025 dataset: a 2-piece molecular cluster, C35H40N3O3S overall at a distorted geometry (wB97M-V/def2-TZVPD).

Last column: Mulliken charge in e.
Positions of all 82 atoms, in Å:
1 C 2.823 3.402 1.840  -1.654
2 N 0.851 1.897 1.356  0.515
3 H -0.072 4.180 0.090  0.364
4 O -5.099 -4.002 -2.148  -0.442
5 N 0.524 3.731 2.614  0.303
6 H 3.335 -5.130 -0.813  0.378
7 C -1.104 -2.813 -1.888  -0.052
8 C -5.450 1.143 4.650  -0.818
9 H 3.451 2.833 1.154  0.405
10 H 5.480 -0.671 -5.023  0.403
11 C -4.289 0.618 4.089  -0.497
12 H 3.678 -1.190 -3.387  0.381
13 H 1.624 5.330 3.383  0.290
14 C -2.304 -0.421 3.732  -0.674
15 C 3.707 0.745 -2.443  0.866
16 H 2.692 2.275 -0.476  -0.646
17 H -2.960 -5.695 -2.027  0.367
18 C -6.053 2.230 3.999  -0.494
19 C 1.330 3.281 1.487  0.165
20 C 3.580 -4.102 -0.532  -1.138
21 C -2.159 -1.878 -1.974  -0.184
22 C 1.368 0.976 0.521  0.126
23 C 5.149 0.096 -4.320  -0.748
24 H -3.544 -0.902 5.406  0.199
25 H -4.286 -1.567 -2.131  0.404
26 H 0.298 5.803 2.307  0.325
27 H -1.952 -0.811 -1.945  0.380
28 C -0.191 1.534 2.321  0.032
29 H -5.857 0.704 5.560  0.377
30 H -5.971 3.639 2.364  0.382
31 H 4.661 -3.982 -0.385  0.390
32 H 0.949 -0.027 0.609  0.779
33 C 5.261 2.359 -3.441  -0.724
34 H -6.524 -5.421 -2.116  0.244
35 H 3.117 4.458 1.781  0.488
36 C -1.422 -4.178 -1.872  -0.751
37 H 5.687 3.366 -3.448  0.396
38 C 4.146 -0.202 -3.403  -0.107
39 C 0.297 -2.298 -1.668  0.851
40 H 1.464 3.679 -0.662  0.358
41 H -1.141 0.040 1.080  0.103
42 N -3.405 -0.347 4.568  -0.018
43 H -5.035 -5.929 -2.997  0.342
44 H -1.908 1.645 1.001  0.231
45 C -0.451 2.864 3.029  0.424
46 H 2.443 -0.668 -1.377  -0.327
47 C 2.310 1.259 -0.457  0.304
48 H -0.629 -4.909 -1.736  0.317
49 H 3.063 -3.665 -4.181  0.412
50 S 3.071 -2.978 -1.873  0.551
51 H 3.862 2.849 -1.877  0.361
52 C -3.710 1.175 2.912  0.915
53 C -1.448 0.909 1.682  0.116
54 H 2.988 3.037 2.862  0.386
55 C -3.473 -2.289 -2.074  -0.690
56 H 6.528 1.606 -5.032  0.388
57 C 0.595 5.094 3.091  -0.953
58 C -5.433 -5.409 -2.113  -0.832
59 C -2.736 -4.625 -2.009  -0.628
60 H 1.116 -4.092 -2.502  0.392
61 H 4.683 -3.889 -3.437  0.433
62 C -3.781 -3.673 -2.088  0.900
63 H -0.068 5.206 3.952  0.363
64 C 1.380 -3.148 -2.024  -0.796
65 H -6.969 2.663 4.400  0.379
66 H -3.820 2.714 1.424  0.354
67 H 3.360 -5.061 -3.072  0.496
68 C -5.487 2.785 2.838  -0.841
69 C 5.726 1.377 -4.328  -0.421
70 H -1.476 -1.099 3.916  0.423
71 C 2.783 0.362 -1.411  -0.126
72 O -1.346 3.140 3.829  -0.678
73 H -5.043 -5.890 -1.203  0.346
74 H 3.042 -3.792 0.369  0.358
75 C -4.305 2.273 2.294  -0.284
76 H 1.425 5.127 0.366  0.491
77 H 0.232 0.822 3.066  0.191
78 C -2.442 0.513 2.715  0.287
79 C 1.016 4.117 0.233  -1.501
80 C 4.243 2.066 -2.535  -0.460
81 O 0.398 -1.152 -1.172  -0.630
82 C 3.602 -4.015 -3.294  -1.315

Properties
Frontier orbital gap in eV: 5.3
LUMO energy in eV: -4.151
Total energy in hartree: -2145.59224
Total charge: +1
HOMO energy in Ha: -0.347
F_max in eV/A: 2.626
Energy above the lowest of the compared OMol25 structures with the same formula, charge and spin in kcal/mol: 0.0
2S+1: 1



(3)
Entry from the Open Molecules 2025 dataset: C36H46BaN2P2 as an isolated structure at a distorted geometry (wB97M-V/def2-TZVPD).

Last column: Mulliken charge in e.
Positions of all 87 atoms, in Å:
1 H -5.133 -2.818 -0.426  0.386
2 H 3.162 -2.994 -1.070  0.255
3 Ba 0.082 -0.618 -0.938  1.813
4 C -3.694 -0.516 -2.493  -1.347
5 C 2.939 3.609 2.571  -1.053
6 C -0.486 4.259 -2.869  -0.778
7 H 3.000 -2.056 1.534  0.129
8 H -1.763 0.286 2.293  -0.084
9 H -4.593 -0.902 -2.979  0.508
10 H 3.583 4.058 3.316  0.457
11 H 4.028 1.786 2.504  0.147
12 P -2.473 0.838 -0.458  0.910
13 C 0.386 -5.535 -0.239  -0.484
14 H -0.004 5.068 -3.406  0.385
15 C -2.393 2.869 -2.489  -0.740
16 C -3.013 1.657 1.122  0.184
17 H -3.511 -1.925 1.207  0.316
18 C -3.649 -3.906 -1.541  -0.735
19 C 3.080 -1.059 1.983  0.799
20 H 4.577 -0.031 3.208  0.267
21 H -3.958 1.154 1.356  0.685
22 H 1.987 -6.915 0.149  0.375
23 H 4.621 0.275 -2.624  0.481
24 C -1.832 -2.936 0.332  -0.366
25 C 0.214 3.584 -1.893  -0.240
26 C 2.713 -4.985 -0.481  -0.603
27 H -1.083 1.902 2.111  0.165
28 C -4.044 0.299 -1.241  0.622
29 C 4.458 -0.950 2.632  -1.639
30 C 5.218 1.166 -0.125  -1.656
31 H 1.237 3.861 -1.667  0.432
32 C 2.370 1.707 1.151  0.811
33 C -3.237 3.167 1.040  -1.313
34 H -5.148 1.663 -2.546  0.483
35 H -0.398 -6.242 0.016  0.430
36 H -4.348 -4.277 -2.279  0.406
37 C 2.347 -3.690 -0.853  -0.802
38 C -2.305 -4.258 -1.609  -0.495
39 C -1.717 2.167 -1.477  0.578
40 C 3.176 2.326 2.113  0.060
41 H 0.975 -1.115 2.593  -0.044
42 H -0.039 -2.898 1.298  0.314
43 H 1.948 0.060 3.471  0.300
44 H 3.197 1.168 -2.087  0.200
45 H -3.170 0.107 -3.224  0.312
46 C -0.372 2.522 -1.169  0.041
47 H -3.412 2.606 -2.723  0.142
48 C -2.016 1.348 2.249  -1.205
49 C 1.964 -0.936 3.024  -1.276
50 C 1.722 -5.911 -0.163  -0.730
51 H -6.147 0.777 -1.417  0.409
52 H 2.112 -1.668 3.823  0.501
53 H -2.442 1.636 3.214  0.555
54 C 0.060 -4.241 -0.649  -0.564
55 C 1.009 -3.252 -0.950  0.496
56 H 5.269 -1.004 1.905  0.341
57 C 4.204 0.087 -0.488  0.312
58 C -4.085 -3.081 -0.512  -0.638
59 C -1.800 3.902 -3.183  -1.005
60 H 3.759 -5.270 -0.421  0.409
61 H 1.641 5.314 2.371  0.403
62 H 4.769 2.159 -0.174  0.264
63 H -4.099 3.441 0.432  0.254
64 N -0.887 -2.348 1.213  -0.007
65 H -4.397 -0.400 -0.479  0.279
66 H 4.593 -1.782 3.329  0.489
67 P 2.674 0.005 0.538  0.594
68 C 3.761 0.237 -1.950  -1.454
69 H -2.366 3.669 0.612  0.060
70 H 0.180 4.268 0.715  0.295
71 H 5.627 1.038 0.878  0.314
72 C 1.031 3.717 1.097  0.086
73 H -1.267 -2.099 2.115  0.369
74 H -3.068 -1.381 -2.258  0.038
75 H -2.352 4.432 -3.948  0.451
76 H 6.053 1.140 -0.831  0.489
77 C -1.383 -3.814 -0.664  1.155
78 H -1.954 -4.921 -2.392  0.498
79 H -3.395 3.571 2.044  0.450
80 C 1.853 4.302 2.042  -0.766
81 N 0.361 1.772 -0.241  0.637
82 C -3.177 -2.584 0.410  -0.706
83 H -5.197 2.144 -0.853  0.210
84 H 4.666 -0.898 -0.366  0.580
85 C 1.254 2.406 0.628  -2.175
86 H 3.132 -0.599 -2.270  0.244
87 C -5.186 1.286 -1.525  -1.675

Properties
Frontier orbital gap in eV: 7.0
LUMO energy in eV: 0.241
Total energy in hartree: -2217.12075
Total charge: 0
HOMO energy in Ha: -0.248
F_max in eV/A: 1.854
Energy above the lowest of the compared OMol25 structures with the same formula, charge and spin in kcal/mol: 0.0
2S+1: 1



(4)
Entry from the Open Molecules 2025 dataset: a 6-piece molecular cluster, C10H34BO10 overall at a distorted geometry (wB97M-V/def2-TZVPD).

Last column: Mulliken charge in e.
Positions of all 55 atoms, in Å:
1 H 4.364 4.220 -2.878  0.335
2 H -3.280 0.849 -6.452  0.271
3 H -6.737 -2.302 3.423  0.311
4 H -0.028 0.121 0.420  -0.249
5 C 0.407 -5.107 -2.705  -0.486
6 H -0.489 0.735 -1.190  -0.385
7 C -3.662 2.058 -4.631  -0.489
8 H 3.750 5.674 -0.323  0.248
9 H 2.380 1.311 3.969  0.326
10 H -3.634 1.374 -2.763  0.335
11 H 5.417 5.564 -0.926  0.285
12 H 0.327 1.773 0.034  -0.256
13 O 2.481 4.913 -2.479  -0.496
14 H 5.475 1.738 5.484  0.252
15 H 0.994 -3.693 -1.630  0.331
16 O -0.201 -7.373 -1.916  -0.535
17 H -5.299 -2.806 4.362  0.225
18 H -4.127 -0.788 3.701  0.270
19 H 3.713 1.239 7.088  0.346
20 H -7.035 -1.442 5.347  0.302
21 B 0.234 0.785 -0.390  0.202
22 O -4.261 1.640 -3.440  -0.540
23 H -0.346 -6.812 -1.151  0.319
24 H 0.807 -4.638 -3.604  0.334
25 C 3.907 5.075 -2.380  -0.587
26 H -3.590 -1.350 1.751  0.334
27 H -3.580 -0.129 -5.025  0.245
28 H -0.594 -4.687 -2.600  0.368
29 O 4.605 3.746 -0.406  -0.499
30 O -4.466 -1.700 1.926  -0.528
31 H 0.139 -6.986 -3.878  0.297
32 H -5.588 -0.189 2.829  0.215
33 H 3.952 3.154 -0.787  0.318
34 H 1.141 0.469 -0.881  -0.259
35 C 4.440 5.080 -0.922  -0.276
36 H -1.474 0.920 -4.247  0.310
37 O 1.177 -4.634 -1.658  -0.519
38 O 4.604 0.886 7.152  -0.512
39 H 4.164 5.969 -2.948  0.340
40 H 3.357 -0.566 5.375  0.289
41 H 5.816 0.093 5.703  0.285
42 H -4.480 2.547 -5.160  0.285
43 O 2.765 1.431 4.840  -0.523
44 C 3.726 0.357 4.927  -0.483
45 H 1.510 -6.962 -2.910  0.249
46 C -3.103 0.785 -5.379  -0.229
47 C -4.984 -1.060 3.086  -0.331
48 O -1.679 0.682 -5.155  -0.538
49 H -2.847 2.772 -4.509  0.323
50 H 4.001 0.034 3.923  0.393
51 C 0.485 -6.594 -2.922  -0.365
52 C -5.856 -1.958 3.965  -0.304
53 H 2.358 4.113 -1.963  0.320
54 O -6.160 -1.144 5.087  -0.499
55 C 5.003 0.812 5.814  -0.376

Properties
Frontier orbital gap in eV: 7.7
LUMO energy in eV: 2.421
Total energy in hartree: -1178.46389
Total charge: -1
HOMO energy in Ha: -0.192
F_max in eV/A: 4.656
Energy above the lowest of the compared OMol25 structures with the same formula, charge and spin in kcal/mol: 88.8
2S+1: 1



(5)
Entry from the Open Molecules 2025 dataset: C4H2O2Rb as an isolated structure at a distorted geometry (wB97M-V/def2-TZVPD).

Last column: Mulliken charge in e.
Positions of all 9 atoms, in Å:
1 H -0.763 2.656 -0.316  0.106
2 C 0.189 1.432 -0.257  0.019
3 C 0.345 -0.988 0.737  -0.053
4 O -0.479 -1.894 0.643  -0.476
5 O 0.524 2.774 -2.216  -0.323
6 C -0.129 2.224 -1.404  0.320
7 H 1.247 -1.090 1.374  0.275
8 C 0.329 0.197 -0.038  0.142
9 Rb -1.263 -5.312 1.477  0.989

Properties
Frontier orbital gap (alpha / beta) in eV: 7.0 / 7.0
LUMO energy (alpha / beta) in eV: -4.663 / -4.664
Total energy in hartree: -327.74584
Total charge: +1
HOMO energy (alpha / beta) in Ha: -0.430 / -0.430
F_max in eV/A: 7.780
Energy above the lowest of the compared OMol25 structures with the same formula, charge and spin in kcal/mol: 75.9
2S+1: 1



(6)
Entry from the Open Molecules 2025 dataset: C17H14N3OReS2 as an isolated structure at a distorted geometry (wB97M-V/def2-TZVPD).

Last column: Löwdin spin population.
Positions of all 38 atoms, in Å:
1 C 2.302 -1.317 -2.171  0.001
2 C -0.451 -4.768 -1.290  0.018
3 H -0.424 5.424 -1.091  0.000
4 Re -0.987 -0.264 0.389  0.796
5 C -0.703 0.089 3.119  0.012
6 C -1.777 -3.132 -0.178  0.012
7 H -2.662 -2.833 0.368  0.000
8 C -0.565 4.378 -0.848  0.001
9 C 0.214 2.118 -0.890  0.006
10 H 1.392 -4.024 -2.116  0.000
11 C 2.880 -0.084 -2.449  0.009
12 C 0.276 -2.498 -1.123  0.008
13 H -2.766 2.237 0.559  0.001
14 H 0.532 2.083 4.413  0.000
15 C -1.725 3.956 -0.216  0.001
16 H -0.365 1.637 5.908  0.000
17 H -2.512 4.648 0.046  0.000
18 C 1.128 -1.340 -1.437  0.003
19 N -0.918 1.713 -0.234  0.013
20 C 0.145 1.272 5.025  0.000
21 H 2.755 -2.228 -2.535  0.000
22 H 2.688 2.053 -2.312  0.000
23 C 0.411 3.445 -1.196  0.002
24 N 0.587 -0.198 -0.993  0.002
25 H 1.301 3.759 -1.723  0.000
26 C -1.875 2.614 0.072  0.003
27 O -0.920 0.571 4.252  -0.001
28 C -1.609 -4.432 -0.604  -0.002
29 H 3.800 -0.039 -3.017  0.000
30 S 0.625 0.170 2.036  0.062
31 N -0.849 -2.176 -0.413  0.000
32 C 1.092 1.010 -1.311  0.009
33 H -2.376 -5.164 -0.393  0.000
34 C 2.263 1.097 -2.042  -0.001
35 H 0.904 0.536 5.274  0.000
36 C 0.499 -3.784 -1.556  0.001
37 H -0.290 -5.784 -1.630  0.001
38 S -2.024 -0.744 2.305  0.044

Properties
Frontier orbital gap (alpha / beta) in eV: 6.8 / 6.7
LUMO energy (alpha / beta) in eV: -11.991 / -12.158
Total energy in hartree: -1769.38681
Total charge: +3
HOMO energy (alpha / beta) in Ha: -0.692 / -0.692
F_max in eV/A: 1.452
Energy above the lowest of the compared OMol25 structures with the same formula, charge and spin in kcal/mol: 3.1
2S+1: 2